*i*
The following is a quantum chemistry calculation of a 2-piece molecular cluster, C5H13NO2 overall, from the OMol25 dataset.

For the LUMO energy (alpha / beta), the calculation gives -3.6 / -8.7 eV. The charge is +1. The expectation value of S² is 0.77. For the orbital gap (alpha / beta), the calculation gives 11.57 / 6.53 eV. For the HOMO energy (alpha / beta), the calculation gives -15.19 / -15.19 eV. Its spin multiplicity is 2.

Each line ends with the Mulliken charge.
Atoms and positions in Å:
C: -1.3985 -1.0562 -0.8911  -0.283
C: -2.1550 -2.2790 -0.3565  -1.322
C: -0.3463 -0.6894 0.1380  0.473
N: -0.0423 0.6560 0.3897  0.230
C: 0.6170 1.1203 1.6187  -0.801
C: -0.6735 1.6991 -0.4226  -0.992
O: 0.2848 -1.5301 0.7396  -0.407
H: -1.0104 -1.1392 -1.9137  0.389
H: -2.1868 -0.3325 -1.1230  0.327
H: -1.5318 -3.1743 -0.3752  0.318
H: -3.0166 -2.5901 -0.9459  0.399
H: -2.5233 -2.0527 0.6420  0.356
H: 0.0326 1.9255 2.0526  0.419
H: 1.6407 1.3829 1.3409  0.296
H: 0.6855 0.2873 2.3139  0.378
H: -0.3426 2.7062 -0.1576  0.414
H: -1.7585 1.8148 -0.4253  0.382
H: -0.2880 1.4823 -1.4201  0.451
H: 2.3720 1.2663 -0.5457  0.242
H: 3.8700 1.2380 -0.4894  0.348
O: 3.1309 1.6257 -1.0209  -0.618

*ii*
The following is a quantum chemistry calculation of C5H13NO2 as an isolated structure, from the OMol25 dataset.

For the LUMO energy (alpha / beta), the calculation gives -6.1 / -8.3 eV. The charge is +1. The expectation value of S² is 0.76. For the orbital gap (alpha / beta), the calculation gives 8.13 / 5.86 eV. For the HOMO energy (alpha / beta), the calculation gives -14.19 / -14.17 eV. Its spin multiplicity is 2.

Each line ends with the Mulliken charge.
Atoms and positions in Å:
C: 0.8470 0.7399 0.3639  -0.620
C: 1.7722 -0.0783 1.1693  -0.070
N: 3.2117 0.1744 1.1942  -0.463
C: -0.6387 0.3133 0.4209  -0.509
C: -1.0445 -0.1254 -0.9640  -0.066
C: -1.9384 0.5137 -1.7393  -0.836
H: 1.3300 1.6433 0.0250  0.524
H: 1.2831 -0.3737 2.0859  0.438
H: 3.5256 -0.5890 1.8072  0.344
H: 3.5305 -0.2283 0.3150  0.380
H: -0.6319 -0.5406 1.0879  0.443
H: -1.2710 1.1313 0.7507  0.451
H: -0.5719 -0.9869 -1.3730  0.372
H: -2.3141 0.0216 -2.6538  0.287
H: -2.4890 1.4030 -1.5057  0.321
H: 1.8826 -0.2194 -1.9820  0.396
H: 1.7992 -0.3633 -0.3001  0.170
O: 1.8736 -0.9671 -1.3623  -0.602
H: -2.8345 -0.3229 1.4428  0.310
H: -3.6187 -0.5775 0.1306  0.343
O: -3.7028 -0.5683 1.0868  -0.611

*iii*
The following is a quantum chemistry calculation of a 2-piece molecular cluster, C5H13NO2 overall, from the OMol25 dataset.

For the LUMO energy (alpha / beta), the calculation gives -3.7 / -9.1 eV. The charge is +1. The expectation value of S² is 0.75. For the orbital gap (alpha / beta), the calculation gives 9.98 / 4.53 eV. For the HOMO energy (alpha / beta), the calculation gives -13.64 / -13.63 eV. Its spin multiplicity is 2.

Each line ends with the Mulliken charge.
Atoms and positions in Å:
C: 0.2717 -2.5859 -1.5207  -0.296
C: 0.8560 -2.5223 -0.1083  -0.828
N: -0.6566 -1.4323 -1.6919  -0.107
H: 1.1039 -2.4909 -2.2048  0.380
H: -0.3162 -3.4853 -1.6542  0.337
H: 1.8292 -2.9820 0.0519  0.363
H: 0.1764 -3.1090 0.5237  0.352
H: -0.9579 -1.3299 -2.6598  0.338
H: -1.3969 -1.6236 -1.0116  0.350
H: 2.5069 0.7968 1.2167  0.367
H: 0.7658 -1.4946 0.2136  0.094
C: -0.3689 2.2510 1.4802  -0.388
C: -1.4220 2.6958 0.4533  -0.991
C: 0.7793 1.5322 0.7685  0.527
O: 0.8677 1.4895 -0.4372  -0.570
O: 1.7845 1.2653 1.6081  -0.441
H: 0.1121 3.0003 2.1166  0.346
H: -0.8645 1.5610 2.1809  0.286
H: -2.1062 3.4265 0.8911  0.362
H: -2.0200 1.8291 0.1622  0.221
H: -0.9441 3.2082 -0.3783  0.297

Which of them is most stable? Easy: *iii*.

*i*
The following is a quantum chemistry calculation of a 4-piece molecular cluster, C9H27NO5 overall, from the OMol25 dataset.

For the LUMO energy, the calculation gives 0.5 eV. Its SMILES is COCCNCCOC.CO.CO.CO. For the orbital gap, the calculation gives 9.81 eV. For the HOMO energy, the calculation gives -9.29 eV.

Each line ends with the Mulliken charge.
Atoms and positions in Å:
C: 16.3496 -6.4814 -3.9092  -0.668
O: 15.5699 -7.5377 -3.3918  -0.292
C: 14.1871 -7.4086 -3.6258  -0.407
C: 13.5563 -8.5988 -2.8944  -0.634
N: 12.0694 -8.5600 -3.0323  -0.308
C: 11.5225 -9.7726 -2.3999  -0.693
C: 10.0119 -9.7244 -2.3030  -0.605
O: 9.2809 -9.6988 -3.5169  -0.346
C: 9.6227 -10.6785 -4.4575  -0.667
H: 16.3355 -5.5711 -3.3077  0.279
H: 15.9690 -6.2589 -4.9155  0.328
H: 17.3678 -6.8192 -4.0957  0.193
H: 13.8898 -7.3891 -4.6801  0.322
H: 13.8005 -6.4980 -3.1527  0.313
H: 13.7073 -8.5463 -1.8183  0.286
H: 13.9878 -9.5270 -3.2834  0.290
H: 11.8586 -8.6425 -4.0252  0.272
H: 11.8882 -9.8669 -1.3764  0.463
H: 11.7903 -10.7028 -2.9159  0.370
H: 9.6400 -8.9383 -1.6497  0.331
H: 9.7008 -10.6623 -1.8032  0.373
H: 10.6991 -10.8179 -4.5780  0.270
H: 9.1745 -10.4610 -5.4234  0.235
H: 9.2075 -11.6480 -4.1451  0.290
C: 20.6132 -5.4293 -4.1938  -0.592
O: 21.0966 -4.1645 -4.6363  -0.549
H: 20.3134 -6.1110 -4.9961  0.250
H: 21.2843 -5.9317 -3.5076  0.336
H: 19.6382 -5.2222 -3.7338  0.211
H: 20.6967 -4.0212 -5.5078  0.275
C: 24.7076 -4.0419 -4.5725  -0.621
O: 23.7711 -3.0945 -5.0285  -0.470
H: 25.1981 -4.6434 -5.3423  0.270
H: 25.3847 -3.5603 -3.8678  0.280
H: 24.2372 -4.8142 -3.9413  0.212
H: 22.9000 -3.5231 -5.0219  0.390
C: 22.3318 -4.0464 -7.7168  -0.567
O: 21.0867 -4.6753 -7.4758  -0.530
H: 22.7079 -4.3771 -8.6928  0.387
H: 22.4317 -2.9633 -7.6637  0.270
H: 23.0734 -4.4830 -7.0476  0.141
H: 20.6508 -4.9577 -8.2787  0.310

*ii*
The following is a quantum chemistry calculation of a 5-piece molecular cluster, C9H27NO5 overall, from the OMol25 dataset.

For the LUMO energy, the calculation gives 0.0 eV. Its SMILES is CC1(C)CCCC(C)(C)N1O.O.O.O.O. For the orbital gap, the calculation gives 8.16 eV. For the HOMO energy, the calculation gives -8.18 eV.

Each line ends with the Mulliken charge.
Atoms and positions in Å:
C: 4.2838 -1.8630 8.8490  -2.107
C: 5.4562 -2.3656 8.0289  1.474
C: 6.7390 -2.4142 8.9022  -1.667
C: 5.1338 -3.7878 7.4970  -1.132
C: 6.1156 -4.1866 6.4233  -0.660
C: 5.9875 -3.2694 5.2244  -1.126
C: 6.3201 -1.8179 5.6103  1.540
C: 7.8146 -1.5819 5.6793  -1.747
C: 5.7429 -0.8973 4.5089  -1.999
N: 5.6253 -1.4747 6.8650  0.346
O: 5.9571 -0.1602 7.3084  -0.535
H: 3.4792 -1.7841 8.1046  0.473
H: 4.3139 -0.8403 9.2307  0.378
H: 4.0111 -2.5364 9.6580  0.450
H: 6.7820 -1.4941 9.4860  0.396
H: 7.6667 -2.5652 8.3594  0.313
H: 6.6194 -3.2379 9.6117  0.409
H: 5.1544 -4.4504 8.3663  0.482
H: 4.0831 -3.7343 7.1960  0.403
H: 5.9064 -5.2314 6.1748  0.368
H: 7.1195 -4.1514 6.8455  0.327
H: 5.0851 -3.3419 4.6217  0.394
H: 6.8115 -3.6058 4.5802  0.369
H: 7.9694 -0.5362 5.9637  0.350
H: 8.3720 -2.1843 6.3977  0.337
H: 8.3110 -1.7108 4.7149  0.481
H: 4.6751 -1.0803 4.4160  0.444
H: 5.9808 0.1433 4.7379  0.478
H: 6.2582 -1.1036 3.5693  0.405
H: 5.2661 0.3846 6.9133  0.365
O: 2.4408 -1.7761 14.1968  -0.648
H: 1.6985 -1.1629 14.1088  0.344
H: 3.2143 -1.2158 14.3364  0.294
O: 0.0133 -3.3888 9.2799  -0.636
H: 0.9147 -3.2960 9.6300  0.329
H: -0.2511 -2.4917 9.0581  0.288
O: 0.4167 -4.1322 13.3633  -0.637
H: -0.0977 -3.6172 12.7274  0.335
H: 0.8714 -3.4765 13.9061  0.310
O: 1.6102 -2.0813 11.1919  -0.561
H: 1.4780 -1.1331 11.0760  0.269
H: 1.8551 -2.1851 12.1250  0.296

Which of them is most stable? Easy: *ii*.

*i*
The following is a quantum chemistry calculation of CH3N3O2Si as an isolated structure, from the OMol25 dataset.

For the LUMO energy, the calculation gives -1.7 eV. For the orbital gap, the calculation gives 9.56 eV. For the HOMO energy, the calculation gives -11.21 eV.

Each line ends with the Mulliken charge.
Atoms and positions in Å:
C: -0.3162 -1.5538 0.8133  0.223
N: -0.7624 -2.3207 0.0763  -0.317
N: -0.8432 0.5802 3.3084  -0.525
N: 1.7175 -0.3902 2.3465  0.806
O: 2.0337 -1.5701 2.2607  -0.480
O: 2.4257 0.4883 2.7438  -0.513
Si: -0.1063 -0.3432 2.1793  0.535
H: 2.0256 0.1517 -1.9473  0.181
H: -1.8659 0.5267 3.6366  0.270
H: 2.1462 -0.1393 -1.2366  -0.179

*ii*
The following is a quantum chemistry calculation of the molecule CH3N3O2Si, from the OMol25 dataset.

For the LUMO energy, the calculation gives -0.4 eV. Its SMILES is N#C[Si@H](N)[N+](=O)[O-]. For the orbital gap, the calculation gives 10.49 eV. For the HOMO energy, the calculation gives -10.86 eV.

Each line ends with the Mulliken charge.
Atoms and positions in Å:
N: 2.5247 2.5977 0.6511  -0.352
C: 1.8188 1.7544 0.2829  0.211
Si: 1.0436 0.2238 -0.5037  0.379
N: -0.3042 0.1673 0.6956  -0.446
N: 2.2260 -1.1619 -0.0019  0.841
O: 3.2104 -1.4013 -0.6073  -0.566
O: 1.8467 -1.8106 0.9611  -0.522
H: 0.8803 0.1988 -2.0448  -0.027
H: -0.8007 1.0744 0.8789  0.242
H: -0.8048 -0.7296 0.9166  0.239

Which of them is most stable? Easy: *ii*.

*i*
The following is a quantum chemistry calculation of the molecule C25H32N2O4, from the OMol25 dataset.

For the LUMO energy, the calculation gives 0.6 eV. Its SMILES is O=C(NC[C@H]1COCCO1)c1ccc(OC2CCN(CCc3ccccc3)CC2)cc1. For the orbital gap, the calculation gives 8.81 eV. For the HOMO energy, the calculation gives -8.18 eV.

Each line ends with the Mulliken charge.
Atoms and positions in Å:
O: -1.1368 -0.8046 4.3495  -0.664
C: -0.6166 0.1136 3.7469  0.264
N: 0.3548 0.8877 4.3022  -0.058
C: 0.9132 0.5985 5.5968  -1.334
C: 2.1653 -0.2858 5.5169  0.677
C: 3.2849 0.3562 4.6855  -0.516
O: 4.4524 -0.4352 4.7081  -0.398
C: 4.8874 -0.6511 6.0341  -0.402
C: 3.7754 -1.2968 6.8631  -0.475
O: 2.6162 -0.4917 6.8439  -0.407
C: -1.0201 0.5019 2.3687  0.875
C: -0.1532 1.0887 1.4481  -0.690
C: -0.5887 1.3954 0.1789  -0.631
C: -1.9044 1.1292 -0.2139  0.806
O: -2.2157 1.5032 -1.4754  -0.392
C: -3.4139 1.0532 -2.0927  0.048
C: -3.5188 1.7970 -3.4245  -1.334
C: -2.3617 1.3958 -4.3371  -0.410
N: -2.3788 -0.0367 -4.5590  0.080
C: -1.5397 -0.4797 -5.6475  -1.082
C: -0.0420 -0.0842 -5.6176  -1.285
C: 0.6979 -0.6154 -4.4252  0.557
C: 1.2018 0.2416 -3.4533  -0.089
C: 1.8518 -0.2556 -2.3381  -0.482
C: 2.0123 -1.6212 -2.1789  -0.555
C: 1.5344 -2.4835 -3.1510  -0.693
C: 0.8877 -1.9839 -4.2665  -0.088
C: -2.2097 -0.7615 -3.3149  -0.112
C: -3.3733 -0.4513 -2.3764  -1.148
C: -2.7714 0.5356 0.7011  -0.367
C: -2.3231 0.2236 1.9692  -0.988
H: 0.7573 1.6381 3.7672  0.271
H: 1.1639 1.5282 6.1123  0.428
H: 0.1567 0.0608 6.1732  0.342
H: 1.9029 -1.2556 5.0625  0.190
H: 2.9961 0.4319 3.6362  0.101
H: 3.5049 1.3587 5.0875  0.356
H: 5.7589 -1.3034 5.9698  0.357
H: 5.1742 0.3079 6.4920  0.292
H: 4.0694 -1.3868 7.9096  0.355
H: 3.5456 -2.2922 6.4549  0.291
H: 0.8804 1.2773 1.7027  0.194
H: 0.0753 1.8415 -0.5447  0.505
H: -4.2778 1.3053 -1.4596  0.267
H: -4.4676 1.5399 -3.8948  0.432
H: -3.4881 2.8727 -3.2481  0.455
H: -2.4682 1.8949 -5.3037  0.477
H: -1.4240 1.7298 -3.8666  0.108
H: -1.6205 -1.5685 -5.6946  0.490
H: -1.9691 -0.0709 -6.5692  0.425
H: 0.4080 -0.4841 -6.5302  0.450
H: 0.0427 1.0032 -5.6522  0.403
H: 1.0789 1.3101 -3.5693  0.279
H: 2.2347 0.4232 -1.5897  0.406
H: 2.5127 -2.0106 -1.3048  0.410
H: 1.6679 -3.5499 -3.0397  0.404
H: 0.5226 -2.6627 -5.0244  0.400
H: -2.1923 -1.8313 -3.5358  0.534
H: -1.2705 -0.5030 -2.8023  -0.152
H: -4.3146 -0.7411 -2.8438  0.507
H: -3.2481 -1.0168 -1.4520  0.509
H: -3.7940 0.3167 0.4367  0.364
H: -2.9861 -0.2462 2.6800  0.442

*ii*
The following is a quantum chemistry calculation of the molecule C25H32N2O4, from the OMol25 dataset.

For the LUMO energy, the calculation gives 0.6 eV. Its SMILES is COc1cc(CN2CCC[C@H](C(=O)N3CCc4ccccc4C3)C2)cc(OC)c1OC. For the orbital gap, the calculation gives 8.96 eV. For the HOMO energy, the calculation gives -8.33 eV.

Each line ends with the Mulliken charge.
Atoms and positions in Å:
C: -1.4195 -0.9697 3.1629  -0.806
O: -2.0427 -1.6276 2.0884  -0.426
C: -2.5022 -0.8751 1.0420  0.751
C: -2.3945 0.5019 0.9812  0.133
C: -2.8380 1.1939 -0.1415  -0.330
C: -2.6418 2.6865 -0.1932  -1.124
N: -1.3075 3.0131 0.2752  0.479
C: -1.0891 4.4218 0.5343  -0.813
C: 0.2414 4.5993 1.2650  -0.662
C: 1.3898 3.9892 0.4673  -1.083
C: 1.0589 2.5328 0.1410  1.113
C: 2.1470 1.8979 -0.7125  0.084
O: 2.9387 2.5730 -1.3458  -0.730
N: 2.1740 0.5444 -0.7681  0.242
C: 1.3581 -0.3960 -0.0371  0.092
C: 2.1953 -1.0304 1.0742  -0.812
C: 3.4708 -1.5957 0.5114  0.634
C: 4.1765 -2.5670 1.2115  -0.520
C: 5.3529 -3.0894 0.7098  -0.651
C: 5.8375 -2.6434 -0.5091  -0.527
C: 5.1430 -1.6775 -1.2112  -0.750
C: 3.9615 -1.1436 -0.7100  0.666
C: 3.2307 -0.1034 -1.5170  -1.590
C: -0.2766 2.5086 -0.6102  -1.199
C: -3.3996 0.4952 -1.1853  -0.988
C: -3.5490 -0.8958 -1.1371  0.224
O: -4.1215 -1.4139 -2.2555  -0.433
C: -4.3779 -2.7947 -2.3864  -0.727
C: -3.0969 -1.5957 -0.0152  0.896
O: -3.1708 -2.9781 0.0433  -0.527
C: -3.9915 -3.5062 1.0661  -0.785
H: -0.5282 -0.4234 2.8392  0.199
H: -1.1265 -1.7564 3.8571  0.256
H: -2.1051 -0.2804 3.6660  0.370
H: -1.9430 1.0688 1.7775  0.429
H: -3.3587 3.1686 0.4801  0.417
H: -2.8349 3.0568 -1.2147  0.277
H: -1.9056 4.7926 1.1601  0.415
H: -1.0794 5.0103 -0.4014  0.354
H: 0.4235 5.6614 1.4360  0.447
H: 0.1730 4.1040 2.2358  0.308
H: 1.5396 4.5346 -0.4656  0.352
H: 2.3201 4.0451 1.0350  0.409
H: 0.9448 1.9851 1.0800  -0.030
H: 1.0331 -1.1759 -0.7361  0.222
H: 0.4671 0.0772 0.3692  -0.431
H: 2.4424 -0.2685 1.8214  0.281
H: 1.6232 -1.8163 1.5714  0.499
H: 3.7922 -2.9146 2.1601  0.434
H: 5.8902 -3.8435 1.2654  0.393
H: 6.7555 -3.0470 -0.9092  0.388
H: 5.5169 -1.3242 -2.1614  0.430
H: 2.8040 -0.5781 -2.4131  0.335
H: 3.9207 0.6780 -1.8471  0.557
H: -0.5411 1.4943 -0.9145  0.605
H: -0.1851 3.1212 -1.5248  0.184
H: -3.7462 0.9985 -2.0739  0.417
H: -5.1209 -3.1382 -1.6619  0.257
H: -4.7798 -2.9117 -3.3932  0.277
H: -3.4683 -3.3880 -2.2803  0.272
H: -3.9945 -4.5844 0.9135  0.295
H: -3.5986 -3.2786 2.0587  0.244
H: -5.0159 -3.1230 0.9874  0.308

Which of them is most stable? Easy: *i*.